# 1
ORCA calculation (the ωB97M-V functional and the def2-TZVPD basis) on a structure of composition C32H45N4O4PdS4Si3.

Values from the calculation:
HOMO energy (alpha / beta) = -5.02 / -5.02 eV
orbital gap (alpha / beta) = 6.894 / 6.893 eV
total charge = -1
E_LUMO (alpha / beta) = 1.88 / 1.88 eV

Geometry as XYZ:
```
93
Properties=species:S:1:pos:R:3:forces:R:3:mulliken_charge:R:1
Pd 0.04039 -1.46349 -0.26715 -1.0 -0.3 1.1 -0.065
C 4.31142 -0.93671 -2.31035 0.0 -0.1 0.0 -1.340
Si 2.43889 -1.20046 -2.12580 0.4 -0.2 -0.1 -0.177
C 1.73631 0.52500 -2.38098 0.1 -0.5 0.1 -0.374
C 1.92775 -2.26625 -3.59054 0.0 0.1 0.0 -0.944
C 2.08117 -2.00849 -0.48522 -1.2 0.1 -0.3 0.232
Si 1.93008 -3.87112 -0.41719 0.3 -0.1 -0.3 0.977
C 3.50096 -4.65293 -1.14269 0.1 0.1 0.2 -1.161
C 1.76746 -4.60617 1.31949 0.0 0.0 0.0 -1.163
C 0.51315 -4.63680 -1.38413 0.0 0.0 0.0 -0.779
Si 2.79575 -1.19951 1.03083 0.3 -0.1 -0.1 -0.284
C 3.27785 0.60936 0.94188 -0.1 -0.1 0.0 -0.248
C 4.35106 -2.07265 1.65418 0.0 0.0 -0.1 -1.121
C 1.44510 -1.40386 2.33969 0.1 -0.1 0.1 0.500
C 1.53837 -1.09238 3.69040 0.0 -0.1 0.0 -0.624
C 0.44321 -1.29205 4.51625 0.0 0.0 0.0 -0.565
C -0.72506 -1.80367 3.97326 0.0 0.0 0.0 -0.815
C -0.76259 -2.07516 2.61704 -0.1 -0.1 0.0 -0.622
N 0.29721 -1.89067 1.83254 0.2 0.6 -0.4 0.945
H 4.54685 -0.57247 -3.31453 0.0 0.0 0.0 0.384
H 4.87068 -1.86284 -2.15003 0.0 0.0 0.0 0.288
H 4.68063 -0.19653 -1.59671 0.0 0.0 0.0 0.335
H 2.10355 0.85423 -3.36052 0.0 -0.4 0.1 0.408
H 2.09384 1.22295 -1.62120 -0.1 -0.3 -0.1 -0.384
H 0.64950 0.57332 -2.38638 -0.1 0.0 0.0 0.390
H 2.28310 -1.78417 -4.50661 0.0 0.0 0.0 0.331
H 0.84632 -2.37905 -3.67024 0.0 0.0 0.0 0.281
H 2.36792 -3.26376 -3.55038 0.0 0.0 0.0 0.246
H 4.34612 -4.50669 -0.46206 0.0 0.0 0.0 0.287
H 3.77966 -4.21608 -2.10285 0.0 0.0 0.0 0.266
H 3.37260 -5.72981 -1.28399 0.0 0.0 0.0 0.390
H 2.26849 -4.05624 2.11571 0.0 0.0 0.0 0.221
H 2.19458 -5.61340 1.28984 0.0 0.0 0.0 0.492
H 0.71572 -4.69611 1.59869 0.0 0.0 0.0 0.238
H 0.63160 -4.53264 -2.46315 0.0 0.0 0.0 0.278
H -0.45698 -4.21693 -1.12412 0.0 0.0 0.1 -0.014
H 0.50484 -5.70552 -1.14102 0.0 0.0 -0.1 0.396
H 4.18746 0.74367 0.35252 0.0 0.0 0.0 0.524
H 3.48763 0.96058 1.95789 0.0 0.0 0.0 0.564
H 2.47070 1.21724 0.53672 0.0 -0.2 0.1 -1.046
H 5.18285 -1.86000 0.97599 0.0 0.0 0.0 0.282
H 4.24662 -3.15534 1.72150 0.0 0.0 0.0 0.325
H 4.63098 -1.69550 2.64254 0.0 0.0 0.0 0.326
H 2.46212 -0.68763 4.08583 0.0 0.0 0.0 0.454
H 0.49631 -1.04606 5.56977 0.0 0.0 0.0 0.417
H -1.60712 -1.96949 4.57565 0.0 0.0 0.0 0.474
H -1.66395 -2.43134 2.13545 0.0 0.0 0.0 0.227
S -5.53202 -2.86376 1.23513 0.0 0.0 -0.1 -0.380
C -4.56570 -2.22145 0.03918 0.0 0.0 0.1 0.263
S -3.04387 -2.90359 -0.42823 0.0 -0.1 0.0 -0.139
C -2.74648 -1.56909 -1.51541 0.0 0.1 0.0 0.241
N -3.71958 -0.72742 -1.56075 0.0 -0.1 0.0 -0.871
N -4.73867 -1.10547 -0.70397 0.0 0.0 -0.1 0.703
C -5.79803 -0.16257 -0.57176 0.0 0.0 0.0 0.038
C -5.47550 1.18862 -0.56624 0.0 0.0 0.0 -0.006
C -6.48569 2.12949 -0.45630 0.0 0.0 0.0 -0.644
C -7.81054 1.72745 -0.35306 0.0 0.0 0.0 -0.411
C -8.12064 0.37585 -0.36968 0.0 0.0 0.0 -0.605
C -7.11863 -0.57689 -0.48253 0.0 0.0 0.0 -0.502
S -1.26386 -1.44138 -2.39471 0.6 0.0 0.0 -0.471
H -4.43837 1.47829 -0.66010 0.0 0.0 0.0 0.498
H -6.23498 3.18280 -0.45085 0.0 0.0 0.0 0.366
H -8.59788 2.46524 -0.26351 0.0 0.0 0.0 0.368
H -9.15182 0.05392 -0.29792 0.0 0.0 0.0 0.359
H -7.35283 -1.62994 -0.49462 0.0 0.0 0.0 0.395
C 2.14116 3.54077 -3.00706 0.0 0.2 -0.1 -0.690
C 1.55314 4.00901 -1.70552 0.1 0.0 -0.1 0.728
C 0.51023 4.93071 -1.67578 -0.1 0.0 0.0 -0.862
C -0.03807 5.34932 -0.47387 0.0 0.0 -0.1 -0.685
C 0.46585 4.84549 0.71573 0.1 0.1 0.1 -0.129
C 1.51403 3.93548 0.70958 0.0 0.0 0.0 -0.271
C 2.04520 3.51952 -0.49854 0.0 0.2 0.0 -0.578
S -0.30313 5.28658 2.24799 0.3 0.1 -0.3 1.202
O -0.91857 6.57626 2.09674 0.0 0.0 0.1 -0.729
O 0.66102 5.02666 3.27702 0.0 0.1 0.1 -0.680
N -1.52372 4.22509 2.43176 -0.2 0.0 0.2 -0.232
C -1.21318 2.80219 2.26673 0.0 0.0 0.0 -0.967
C -1.60203 2.28110 0.89081 -0.2 -0.3 0.1 0.398
C -1.00484 0.89064 0.70837 0.4 0.2 0.0 -0.188
O -1.75049 -0.12622 0.71927 0.2 -0.2 -0.5 -0.423
O 0.24158 0.86196 0.57633 -0.1 0.4 0.1 0.038
H 1.61748 3.97587 -3.85741 0.0 0.1 0.0 0.407
H 2.08161 2.45402 -3.08961 0.0 0.8 0.0 -0.041
H 3.19451 3.81864 -3.07798 0.0 0.0 0.0 0.344
H 0.11228 5.31453 -2.60760 0.0 0.0 0.0 0.323
H -0.85423 6.05994 -0.45335 0.0 0.0 0.0 0.418
H 1.88906 3.54349 1.64518 0.0 0.0 0.0 0.531
H 2.84349 2.78621 -0.50433 0.0 0.3 0.0 1.040
H -2.35674 4.54607 1.95604 0.0 0.0 0.0 0.356
H -1.70857 2.22833 3.05273 0.0 0.0 0.0 0.487
H -0.13929 2.68092 2.41028 0.0 -0.1 0.0 0.238
H -1.17342 2.92292 0.11940 0.0 0.0 0.0 -0.085
H -2.69035 2.25802 0.78661 0.0 0.0 0.0 0.094
```
Forces are in eV/Å.

# 2
ORCA calculation (the ωB97M-V functional and the def2-TZVPD basis) on a structure of composition C32H46AuNO2S2.

Values from the calculation:
HOMO energy (alpha / beta) = -7.17 / -7.83 eV
orbital gap (alpha / beta) = 6.382 / 5.813 eV
E_LUMO (alpha / beta) = -0.79 / -2.02 eV
spin multiplicity = 3
expectation value of S² = 2.05

Geometry as XYZ:
```
84
Properties=species:S:1:pos:R:3:forces:R:3:mulliken_spin:R:1
Au 1.57503 -1.43824 -0.31556 -0.3 -0.6 0.1 0.022
C -0.58256 5.57812 -1.40367 0.0 0.0 0.0 0.010
C -0.83882 4.75206 -0.13517 0.0 0.0 0.0 0.005
C -0.49731 5.59316 1.10256 0.0 0.0 0.0 0.002
C -2.32570 4.39921 -0.08284 0.0 0.0 0.0 -0.002
C 0.04626 3.50938 -0.15941 0.0 0.0 0.0 0.007
C -0.46350 2.24445 -0.14826 0.0 0.1 0.0 0.021
C 0.40681 1.12692 -0.16680 0.0 0.0 -0.1 0.152
N 0.05056 -0.17413 -0.09498 0.2 0.1 0.1 0.289
C -1.15711 -0.85338 0.04718 -0.1 0.0 0.0 -0.033
C -2.41602 -0.27476 0.26849 0.0 0.0 0.0 0.047
C -3.54336 -1.06171 0.31274 0.0 -0.1 0.0 -0.022
C -3.39305 -2.44533 0.13027 0.0 0.0 0.0 0.075
C -2.17259 -3.07631 -0.04476 -0.1 0.0 0.0 -0.024
C -1.03148 -2.25533 -0.04642 0.1 0.0 0.0 0.094
O 0.19330 -2.82324 -0.11058 -0.1 0.1 -0.2 -0.012
C -2.05175 -4.59249 -0.22203 0.0 0.0 0.0 -0.001
C -1.40014 -4.90042 -1.57913 0.0 0.0 0.0 0.001
C -3.42340 -5.27254 -0.19933 0.0 0.0 0.0 0.001
C -1.21302 -5.19880 0.91275 0.0 0.0 0.0 -0.006
C -4.93921 -0.48299 0.54705 0.0 0.0 0.0 -0.001
C -5.83799 -0.82212 -0.64955 0.0 0.0 0.0 -0.003
C -5.53393 -1.09317 1.82316 0.0 0.0 0.0 0.001
C -4.91269 1.03772 0.70941 0.0 0.0 0.0 -0.001
C 1.82705 1.32321 -0.30787 -0.1 0.0 -0.1 0.135
O 2.61414 0.28492 -0.47621 0.2 0.0 -0.1 0.125
C 2.36170 2.64284 -0.27970 0.0 0.0 0.0 -0.033
C 1.45866 3.67313 -0.19800 0.0 0.0 0.0 0.107
C 3.87126 2.89264 -0.31166 0.0 -0.1 0.0 0.006
C 4.19106 4.38775 -0.31684 0.0 0.0 0.0 0.001
C 4.50427 2.27606 -1.56983 0.0 0.0 0.0 0.003
C 4.49973 2.28160 0.95026 -0.1 0.0 -0.1 -0.018
H -1.21643 6.46726 -1.40683 0.0 0.0 0.0 0.001
H -0.80701 4.99206 -2.29676 0.0 0.0 0.0 -0.001
H 0.45587 5.90600 -1.46815 0.0 0.0 0.0 -0.003
H -1.14890 6.46825 1.14999 0.0 0.0 0.0 0.001
H 0.53412 5.94698 1.08119 0.0 0.0 0.0 0.000
H -0.63684 5.01156 2.01561 0.0 0.0 0.0 0.001
H -2.91558 5.31702 -0.07696 0.0 0.0 0.0 0.000
H -2.57498 3.83854 0.82082 0.0 0.0 0.0 0.000
H -2.63278 3.81461 -0.95260 0.0 0.0 0.0 0.000
H -1.52669 2.09771 -0.15062 0.0 0.0 0.0 -0.011
H -2.50479 0.78389 0.42493 0.0 -0.1 0.0 0.010
H -4.28388 -3.05548 0.14615 0.0 0.0 0.0 0.017
H -1.98598 -4.46500 -2.39166 0.0 0.0 0.0 0.001
H -1.35906 -5.98153 -1.73065 0.0 0.0 0.0 0.000
H -0.38599 -4.51034 -1.63231 0.0 0.0 0.0 0.001
H -4.07034 -4.91444 -1.00288 0.0 0.0 0.0 0.000
H -3.93470 -5.12735 0.75441 0.0 0.0 0.0 0.000
H -3.28449 -6.34549 -0.34031 0.0 0.0 0.0 0.000
H -0.18970 -4.82888 0.90015 0.0 0.0 0.0 0.007
H -1.18838 -6.28557 0.80517 0.0 0.0 0.0 0.000
H -1.65581 -4.96292 1.88298 0.0 0.0 0.0 0.000
H -5.96116 -1.89933 -0.76963 0.0 0.0 0.0 0.000
H -5.41381 -0.42595 -1.57412 0.0 0.0 0.0 0.001
H -6.82958 -0.38524 -0.51160 0.0 0.0 0.0 0.000
H -5.63622 -2.17610 1.74072 0.0 0.0 0.0 -0.001
H -6.52503 -0.67573 2.01494 0.0 0.0 0.0 0.000
H -4.89866 -0.87935 2.68470 0.0 0.0 0.0 0.000
H -4.52514 1.53185 -0.18463 0.0 0.0 0.0 0.000
H -4.30775 1.34152 1.56654 0.0 0.0 0.0 0.000
H -5.92769 1.40235 0.87515 0.0 0.0 0.0 0.000
H 1.84324 4.68296 -0.17755 0.0 0.0 0.0 0.020
H 3.78029 4.89265 -1.19426 0.0 0.0 0.0 0.000
H 5.27482 4.51000 -0.34129 0.0 0.0 0.0 0.000
H 3.82470 4.88834 0.58204 0.0 0.0 0.0 0.000
H 4.04508 2.68941 -2.47122 0.0 0.0 0.0 -0.001
H 4.39485 1.19621 -1.58780 0.0 0.0 0.0 0.001
H 5.56996 2.51406 -1.59218 0.0 0.0 0.0 0.001
H 4.08819 2.75400 1.84535 0.0 0.0 0.0 0.000
H 5.58017 2.43938 0.94358 0.0 0.0 0.0 -0.001
H 4.31653 1.21187 1.00819 0.0 0.0 0.0 0.026
C 6.55675 -2.60232 0.91244 -0.1 0.0 0.0 0.011
C 5.06019 -2.50154 0.68790 -0.1 -0.2 0.1 0.008
S 4.19443 -1.34711 1.52648 0.0 0.0 0.1 0.482
C 4.43587 -3.42853 -0.15506 0.1 0.2 -0.2 0.298
C 5.08960 -4.73392 -0.53758 0.0 0.1 0.0 -0.013
S 2.88773 -3.29933 -0.86437 -0.1 0.2 0.0 0.158
H 6.91204 -1.67021 1.34294 0.0 0.0 0.0 -0.003
H 7.09513 -2.78697 -0.01803 0.0 0.0 0.0 -0.001
H 6.79976 -3.40800 1.60957 0.0 0.0 0.0 0.004
H 6.15586 -4.72964 -0.33061 0.0 0.0 0.0 -0.001
H 4.93195 -4.96987 -1.59001 0.0 0.0 0.0 0.015
H 4.63396 -5.54056 0.04249 0.0 0.0 0.0 0.022
```
Forces are in eV/Å.

| no. | largest force on an atom (eV/A) |
| --- | --- |
| 1 | 1.51 |
| 2 | 0.66 |